Entry 1:
The following is a quantum chemistry calculation of H26HeO13 as an isolated structure, from the Open Molecules 2025 dataset.

Each line ends with the Löwdin charge.
Geometry (Å):
He (0.0166, 0.0821, 0.4048)  0.132
O (-1.3443, -2.8247, 0.9807)  -0.049
H (-1.2082, -3.6129, 1.5065)  0.050
H (-2.2603, -2.5910, 1.1311)  0.044
O (-2.6935, 0.3867, -1.4157)  -0.043
H (-2.8586, 1.2869, -1.6959)  0.059
H (-3.1786, 0.2980, -0.5952)  0.065
O (-2.5383, -2.5228, -1.8039)  -0.061
H (-2.5689, -1.5843, -1.9898)  -0.024
H (-1.6124, -2.7058, -1.6446)  -0.008
O (1.4122, 1.0415, 3.0236)  -0.064
H (0.5167, 1.3721, 2.9527)  -0.032
H (1.6504, 0.8001, 2.1285)  -0.032
O (2.0708, 1.3045, -2.8201)  -0.042
H (1.1426, 1.0753, -2.8668)  -0.008
H (2.1080, 2.2155, -3.1115)  0.037
O (-0.4088, 0.0140, -3.0886)  -0.036
H (-0.8882, 0.0715, -2.2621)  0.015
H (-1.0883, 0.0378, -3.7623)  0.081
O (-0.3730, -1.3507, 3.4995)  -0.068
H (-0.5869, -0.4198, 3.5626)  -0.025
H (-0.5570, -1.5779, 2.5881)  -0.024
O (1.4566, 3.2874, -0.7859)  -0.052
H (1.8680, 2.6196, -1.3347)  -0.019
H (2.1368, 3.5360, -0.1600)  0.039
O (-1.2948, 3.5095, 1.1548)  -0.036
H (-0.3971, 3.7858, 0.9705)  0.034
H (-1.6474, 3.2550, 0.3020)  0.038
O (-1.2352, 1.3849, 3.1732)  -0.049
H (-1.5206, 1.9223, 2.4343)  0.018
H (-1.9016, 1.5277, 3.8453)  0.077
O (2.3895, -2.7122, -0.5333)  -0.043
H (2.3768, -2.1219, 0.2201)  -0.003
H (1.9979, -3.5233, -0.2093)  0.046
O (0.3778, -2.6124, -2.5707)  -0.056
H (0.2236, -1.7148, -2.8652)  -0.014
H (0.7945, -2.5158, -1.7144)  -0.009
O (3.0300, -0.3828, 0.8670)  -0.041
H (3.1269, 0.5668, 0.7962)  0.043
H (3.4665, -0.6080, 1.6886)  0.064

- LUMO level: -0.54 eV
- 2S+1: 1
- Energy above the lowest of the compared OMol25 structures with the same formula, charge and spin: 163.0 kJ/mol

Entry 2:
The following is a quantum chemistry calculation of a 13-piece molecular cluster, H26O13 overall, from the Open Molecules 2025 dataset.

Each line ends with the Löwdin charge.
Geometry (Å):
O (1.9583, -1.5796, -2.6644)  -0.039
H (1.0183, -1.8066, -2.7054)  0.021
H (2.4063, -2.0106, -3.3884)  0.055
O (1.7973, 1.2014, -1.5564)  -0.076
H (1.1023, 0.7014, -1.0924)  -0.019
H (2.3113, 0.5504, -2.0604)  0.025
O (-0.0267, -0.4036, -0.1114)  -0.030
H (-0.2627, -0.9966, -0.7854)  -0.001
H (-0.7457, 0.1534, 0.0786)  -0.025
O (-1.7137, -1.2456, 2.2186)  -0.130
H (-0.8847, -1.8416, 2.3356)  0.032
H (-1.4757, -0.2906, 2.3916)  0.011
O (-0.4157, -2.6016, -1.7604)  0.068
H (-0.3377, -3.4786, -1.4164)  0.091
H (-1.2217, -2.7566, -1.9604)  -0.029
O (-1.2717, 1.4164, -2.8744)  0.030
H (-1.4927, 2.1564, -3.4024)  0.032
H (-1.6987, 1.6634, -2.1524)  -0.069
O (2.0753, 0.9964, 1.6966)  -0.054
H (2.8183, 0.6884, 2.1456)  0.011
H (2.2463, 0.5414, 0.7946)  0.049
O (0.1513, 2.6964, 0.5966)  -0.128
H (-0.0867, 3.3654, -0.1604)  0.111
H (0.9813, 2.2894, 0.0646)  0.083
O (-0.8407, 1.3894, 2.4656)  -0.138
H (-0.9777, 2.0994, 1.9406)  -0.085
H (0.0443, 0.8204, 2.0906)  0.145
O (-2.7247, 2.3734, 2.0266)  -0.115
H (-3.3247, 2.8974, 1.5976)  -0.021
H (-2.1907, 1.6334, 1.4706)  0.048
O (2.9483, -1.3746, 0.2646)  0.005
H (3.4803, -0.9966, -0.2814)  -0.068
H (2.3983, -1.7176, -0.5104)  0.067
O (0.4323, -2.5516, 1.7046)  -0.068
H (1.1733, -3.1776, 1.4786)  0.093
H (0.5833, -1.8276, 1.1006)  -0.011
O (-2.4007, 0.6894, 0.1486)  -0.125
H (-3.2947, 0.6174, -0.2994)  0.118
H (-2.5397, -0.2826, 0.5696)  0.138

- LUMO level: -0.37 eV
- 2S+1: 1
- Energy above the lowest of the compared OMol25 structures with the same formula, charge and spin: 602.0 kJ/mol